#1
C3H7N2O2 | wB97M-V/def2-TZVPD

Values from the calculation:
Gap between HOMO and LUMO in eV: 10.55
Highest occupied orbital energy in eV: -14.70
Total charge: +1
Spin multiplicity: 1

Positions of all 14 atoms, in Å:
1 C 0.364 -0.207 1.108
2 C 0.535 -1.740 1.093
3 C -0.077 0.426 -0.150
4 N -0.669 -0.346 -1.045
5 N -0.070 1.805 -0.132
6 O -1.161 -0.058 -2.269
7 O 0.760 -2.248 0.022
8 H -0.355 0.202 1.842
9 H 1.426 -0.031 1.337
10 H 0.548 -2.338 2.146
11 H -1.040 0.860 -2.452
12 H -0.436 2.373 -0.919
13 H 0.508 2.491 0.506
14 H -0.333 -1.189 -1.086

---

#2
C3H7N2O2 | wB97M-V/def2-TZVPD

Values from the calculation:
Gap between HOMO and LUMO (alpha / beta) in eV: 6.47 / 7.65
Highest occupied orbital energy (alpha / beta) in eV: -13.13 / -13.37
Total charge: +1
Spin multiplicity: 1

Positions of all 14 atoms, in Å:
1 C -1.804 -0.380 -0.379
2 C 1.655 0.036 -0.493
3 C 0.857 1.144 -0.319
4 N 2.533 -0.776 0.045
5 N -2.412 -0.689 0.682
6 O 3.517 -0.373 0.617
7 O 2.313 -2.125 -0.151
8 H -2.277 -0.104 -1.282
9 H 0.750 1.780 -1.277
10 H 1.128 1.623 0.571
11 H -0.346 0.617 -0.275
12 H 3.177 -2.487 -0.073
13 H -3.494 -0.636 0.939
14 H -1.824 -1.147 1.517

---

Stability, highest: #1

---

#1
C3H7N2O2 | wB97M-V/def2-TZVPD

Values from the calculation:
Gap between HOMO and LUMO in eV: 11.73
Highest occupied orbital energy in eV: -15.44
Total charge: +1
Spin multiplicity: 1

Positions of all 14 atoms, in Å:
1 C -0.631 -1.191 -0.189
2 C -1.208 0.115 0.019
3 C 1.799 -0.404 0.099
4 N 1.934 0.860 -0.045
5 N -0.601 1.201 0.133
6 O -2.542 -0.049 -0.020
7 O 0.780 -1.253 0.108
8 H -0.819 -1.694 -1.258
9 H 2.761 -0.916 0.219
10 H 2.847 1.129 0.276
11 H 1.074 1.316 -0.366
12 H -1.287 2.062 0.181
13 H -2.936 0.707 0.317
14 H -1.171 -1.882 0.527

---

#2
C3H7N2O2 | wB97M-V/def2-TZVPD

Values from the calculation:
Gap between HOMO and LUMO in eV: 8.84
Highest occupied orbital energy in eV: -13.03
Total charge: +1
Spin multiplicity: 1

Positions of all 14 atoms, in Å:
1 C -0.836 0.000 -1.332
2 C 1.131 -1.108 0.854
3 C 1.448 -0.699 2.032
4 N -1.050 0.635 -0.188
5 N 0.064 0.271 -2.313
6 O 0.751 -1.428 -0.201
7 O -0.159 1.669 0.334
8 H -1.259 -0.962 -1.418
9 H 1.859 0.342 2.121
10 H -1.882 0.591 0.395
11 H 1.533 -1.412 2.922
12 H 0.117 -0.320 -3.089
13 H 0.888 0.912 -2.120
14 H -0.673 2.412 0.123

---

Stability, highest: #1

---

#1
C3H8N2 | wB97M-V/def2-TZVPD

Values from the calculation:
Gap between HOMO and LUMO in eV: 9.70
Highest occupied orbital energy in eV: -8.52
Spin multiplicity: 1

Positions of all 13 atoms, in Å:
1 C -1.089 2.763 -0.951
2 N -2.113 2.211 -1.414
3 H -0.292 2.119 -0.591
4 H -0.850 3.834 -0.870
5 H -2.932 2.740 -1.699
6 C 1.457 -2.489 0.071
7 C 1.313 -1.583 1.039
8 N 0.172 -0.753 1.074
9 H 0.793 -2.588 -0.780
10 H 2.351 -3.068 -0.132
11 H 2.035 -1.373 1.814
12 H -0.539 -1.136 0.476
13 H -0.306 -0.677 1.963

---

#2
C3H8N2 | wB97M-V/def2-TZVPD

Values from the calculation:
Gap between HOMO and LUMO in eV: 10.14
Highest occupied orbital energy in eV: -9.33
Spin multiplicity: 1

Positions of all 13 atoms, in Å:
1 C -2.489 -2.410 0.219
2 C -2.789 -1.596 1.236
3 H -1.486 -2.271 -0.271
4 H -3.044 -3.294 0.146
5 H -2.138 -0.769 1.596
6 H -3.626 -1.809 1.869
7 N 1.968 2.496 0.074
8 C 2.452 1.463 -0.749
9 N 2.362 1.557 -2.014
10 H 1.136 2.972 -0.287
11 H 2.142 2.364 1.003
12 H 2.977 0.581 -0.447
13 H 2.537 0.718 -2.374

---

#3
C3H8N2 | wB97M-V/def2-TZVPD

Values from the calculation:
Gap between HOMO and LUMO in eV: 8.68
Highest occupied orbital energy in eV: -7.71
Spin multiplicity: 1

Positions of all 13 atoms, in Å:
1 C 1.016 -0.117 0.511
2 C 0.393 1.301 -0.344
3 C -0.253 -0.629 -0.050
4 N -1.262 -0.819 0.923
5 N -0.359 -1.234 -1.210
6 H -1.032 -1.515 1.619
7 H -2.171 -1.008 0.521
8 H -0.367 -0.588 -1.996
9 H 1.920 -0.418 -0.011
10 H 1.030 0.006 1.592
11 H -0.629 1.653 -0.484
12 H 0.836 2.102 0.244
13 H 0.879 1.267 -1.315

---

Stability, highest: #1

---

#1
C2H4NPS | wB97M-V/def2-TZVPD

Values from the calculation:
Gap between HOMO and LUMO (alpha / beta) in eV: 6.17 / 6.01
<S²>: 2.01
Highest occupied orbital energy (alpha / beta) in eV: -5.63 / -9.08
Spin multiplicity: 3

Positions of all 9 atoms, in Å:
1 C 0.006 1.016 1.559
2 C -0.671 -0.025 -0.703
3 N 0.883 1.357 0.687
4 P 1.087 0.665 -0.797
5 S -1.195 -0.220 1.150
6 H -0.111 1.453 2.546
7 H -1.311 0.769 -0.946
8 H -0.846 -0.869 -1.486
9 H 1.690 -0.498 -0.570

---

#2
C2H4NPS | wB97M-V/def2-TZVPD

Values from the calculation:
Gap between HOMO and LUMO (alpha / beta) in eV: 6.19 / 6.90
<S²>: 2.01
Highest occupied orbital energy (alpha / beta) in eV: -6.59 / -8.86
Spin multiplicity: 3

Positions of all 9 atoms, in Å:
1 C 0.598 -0.599 -0.051
2 C -0.285 0.678 -0.554
3 N 1.913 -0.268 -0.074
4 P 3.402 -0.151 -0.309
5 S 0.192 0.878 -2.214
6 H 0.271 -0.960 1.047
7 H 0.203 -1.266 -0.857
8 H -1.306 0.477 -0.521
9 H -0.001 1.534 0.020

---

Stability, highest: #2

---

#1
C4H14NO | wB97M-V/def2-TZVPD

Values from the calculation:
Gap between HOMO and LUMO (alpha / beta) in eV: 3.51 / 12.28
<S²>: 0.75
Highest occupied orbital energy (alpha / beta) in eV: -2.68 / -11.62
Spin multiplicity: 2

Positions of all 20 atoms, in Å:
1 C -0.622 -2.233 -0.037
2 C -0.680 -0.786 0.387
3 N 0.409 0.007 -0.307
4 C 0.007 1.059 -1.256
5 C -0.846 2.171 -0.672
6 H -1.535 -2.781 0.240
7 H -0.614 -2.295 -1.134
8 H 0.250 -2.758 0.350
9 H -0.565 -0.537 1.437
10 H -1.606 -0.364 -0.007
11 H 1.140 0.302 0.366
12 H 0.977 -0.719 -0.814
13 H 0.891 1.391 -1.797
14 H -0.532 0.550 -2.069
15 H -0.495 2.507 0.292
16 H -1.891 1.888 -0.586
17 H -0.792 3.005 -1.370
18 H 2.085 0.612 2.572
19 H 2.498 -0.852 2.393
20 O 1.920 -0.167 2.011

---

#2
C4H14NO | wB97M-V/def2-TZVPD

Values from the calculation:
Gap between HOMO and LUMO (alpha / beta) in eV: 3.62 / 12.51
<S²>: 0.75
Highest occupied orbital energy (alpha / beta) in eV: -2.69 / -11.83
Spin multiplicity: 2

Positions of all 20 atoms, in Å:
1 C -0.327 0.182 1.899
2 C -0.978 0.324 0.539
3 N 0.085 0.505 -0.494
4 C 0.831 1.795 -0.459
5 C -1.782 -0.919 0.159
6 H -0.986 0.406 2.744
7 H 0.556 0.813 1.974
8 H 0.016 -0.842 2.015
9 H -1.649 1.180 0.470
10 H 0.761 -0.267 -0.365
11 H -0.320 0.321 -1.457
12 H 0.396 2.438 0.294
13 H 1.881 1.618 -0.245
14 H 0.672 2.287 -1.408
15 H -1.212 -1.812 0.428
16 H -2.079 -0.893 -0.885
17 H -2.663 -0.937 0.813
18 H 2.618 -1.372 -1.631
19 H 1.613 -2.532 -1.453
20 O 1.735 -1.586 -1.288

---

Stability, highest: #2

---

#1
C3H7O2 | wB97M-V/def2-TZVPD

Values from the calculation:
Gap between HOMO and LUMO in eV: 6.64
Highest occupied orbital energy in eV: -2.27
Total charge: -1
Spin multiplicity: 1

Positions of all 12 atoms, in Å:
1 C 1.067 -0.769 -0.623
2 O 0.181 -0.915 -1.662
3 C 0.348 -0.469 0.703
4 C -0.102 0.966 0.856
5 O -1.523 1.118 0.644
6 H 1.639 0.174 -0.864
7 H 1.766 -1.627 -0.494
8 H -0.520 -1.111 0.855
9 H 0.983 -0.793 1.535
10 H 0.472 1.553 0.122
11 H 0.184 1.402 1.823
12 H -1.533 0.623 -0.202

---

#2
C3H7O2 | wB97M-V/def2-TZVPD

Values from the calculation:
Gap between HOMO and LUMO in eV: 6.75
Highest occupied orbital energy in eV: -2.61
Total charge: -1
Spin multiplicity: 1

Positions of all 12 atoms, in Å:
1 C 1.231 -0.417 1.961
2 O 1.554 -0.866 3.042
3 H 0.187 -0.179 1.742
4 H 1.974 -0.129 1.205
5 H -2.150 2.043 -0.465
6 C -0.284 -1.014 -0.998
7 C 0.199 0.248 -1.206
8 O 0.363 1.199 -0.369
9 H -0.281 -1.806 -1.733
10 H -0.714 -1.230 -0.025
11 H 0.454 0.560 -2.243
12 H -2.535 1.590 -0.911

---

Stability, highest: #1